# 1
{"formula": "C7H17NO4SSi", "method": "ωB97M-V/def2-TZVPD", "elements": ["C", "C", "C", "C", "C", "C", "C", "N", "O", "O", "O", "O", "Si", "S", "H", "H", "H", "H", "H", "H", "H", "H", "H", "H", "H", "H", "H", "H", "H", "H", "H"], "coordinates": [[0.778, 0.769, -0.607], [4.077, 0.224, -0.168], [-1.874, 2.159, 0.520], [-2.824, 0.034, -1.906], [-2.751, -0.691, 1.208], [0.813, -2.092, 1.022], [2.919, 1.108, 0.273], [-0.259, -0.054, -0.429], [0.737, 1.784, -1.181], [0.985, -1.962, -1.528], [-1.334, -2.330, -0.518], [1.789, 0.328, 0.170], [-2.036, 0.298, -0.233], [-0.005, -1.680, -0.515], [4.034, -0.611, 0.543], [4.064, 0.054, -1.253], [4.877, 0.982, 0.067], [-0.947, 2.153, 1.026], [-1.832, 2.927, -0.197], [-2.677, 2.488, 1.207], [-2.694, -0.994, -2.257], [-3.788, 0.370, -2.170], [-2.232, 0.593, -2.587], [-3.287, -0.170, 2.064], [-3.436, -1.495, 0.935], [-1.913, -1.015, 1.654], [1.087, -3.183, 1.028], [1.718, -1.609, 1.170], [0.038, -1.750, 1.787], [2.892, 1.941, -0.373], [3.079, 1.423, 1.248]], "forces_ev_per_angstrom": [[1.16, -10.87, 5.33], [0.46, 2.38, 0.98], [-1.56, -1.84, -0.55], [1.10, -0.56, 0.13], [-3.60, 1.87, -0.41], [-2.78, -1.30, 0.95], [1.44, -1.35, -1.96], [-4.10, -1.00, 0.24], [-0.52, 11.04, -6.21], [-0.72, -0.01, -0.02], [2.07, 1.26, 0.03], [-0.04, 0.71, 1.12], [-1.09, 2.02, 1.49], [0.91, -2.48, -1.11], [0.71, -0.18, -0.78], [-0.08, -0.52, 0.61], [0.29, -1.48, -0.27], [1.06, 0.05, 0.82], [0.24, 0.90, -1.22], [0.29, -0.68, -0.19], [-0.15, -0.04, 0.37], [-1.47, 0.27, 0.45], [0.99, 0.71, -0.74], [0.54, 0.15, -1.35], [0.51, -0.18, -0.17], [2.91, -1.93, 1.75], [-1.05, 0.87, -0.04], [1.29, 1.28, -0.10], [1.32, -0.98, -0.54], [-0.24, 1.23, -0.64], [0.10, 0.67, 2.03]], "relative_energy_kj_mol": 172.4, "spin_multiplicity": 3, "e_lumo_ha": [0.0243, -0.1472]}



# 2
{"formula": "C21H20N2O3S2", "method": "ωB97M-V/def2-TZVPD", "elements": ["O", "C", "C", "S", "C", "C", "C", "C", "C", "C", "C", "C", "C", "N", "C", "C", "N", "S", "O", "O", "C", "C", "C", "C", "C", "C", "C", "C", "H", "H", "H", "H", "H", "H", "H", "H", "H", "H", "H", "H", "H", "H", "H", "H", "H", "H", "H", "H"], "coordinates": [[-0.557, -0.375, 1.801], [-0.750, -1.167, 0.896], [-2.092, -1.312, 0.280], [-2.918, -2.834, 0.452], [-4.375, -2.151, -0.152], [-4.237, -0.838, -0.456], [-2.930, -0.344, -0.204], [-2.529, 1.035, -0.515], [-1.598, 1.281, -1.518], [-1.260, 2.581, -1.853], [-1.841, 3.643, -1.181], [-2.769, 3.403, -0.180], [-3.119, 2.105, 0.147], [0.188, -2.057, 0.483], [0.199, -2.668, -0.822], [1.274, -2.002, -1.696], [2.494, -1.775, -0.951], [3.244, -0.283, -1.038], [4.629, -0.520, -0.756], [2.868, 0.278, -2.302], [2.574, 0.728, 0.282], [1.401, 1.420, 0.064], [0.851, 2.165, 1.093], [1.488, 2.213, 2.322], [2.680, 1.533, 2.523], [3.229, 0.783, 1.497], [2.608, -2.476, 0.299], [1.429, -2.173, 1.235], [-5.245, -2.770, -0.242], [-5.026, -0.225, -0.853], [-1.156, 0.449, -2.049], [-0.542, 2.764, -2.638], [-1.573, 4.657, -1.439], [-3.224, 4.230, 0.345], [-3.843, 1.914, 0.925], [-0.775, -2.553, -1.296], [0.409, -3.737, -0.714], [1.492, -2.642, -2.560], [0.933, -1.036, -2.072], [0.939, 1.375, -0.907], [-0.073, 2.697, 0.935], [1.055, 2.785, 3.128], [3.178, 1.583, 3.480], [4.160, 0.249, 1.615], [2.665, -3.551, 0.093], [3.550, -2.166, 0.750], [1.574, -1.234, 1.775], [1.324, -2.980, 1.972]], "forces_ev_per_angstrom": [[-0.12, -0.04, 0.04], [0.06, 0.16, 0.26], [-0.70, -0.25, 0.01], [-0.09, 0.61, -0.18], [0.30, -0.25, 0.18], [-0.05, -0.12, 0.06], [0.32, -0.37, 0.05], [0.06, 0.14, -0.02], [-0.09, 0.01, 0.04], [0.05, 0.07, -0.05], [0.05, 0.07, -0.05], [-0.07, 0.08, 0.05], [0.03, 0.00, -0.02], [0.19, -0.03, -0.04], [0.18, 0.00, -0.33], [-0.37, -0.06, -0.47], [0.47, 1.02, -0.08], [0.05, -0.39, -0.11], [-0.09, 0.04, 0.37], [-0.33, 0.06, 0.09], [0.33, -0.34, -0.52], [-0.10, 0.07, -0.12], [0.07, 0.00, -0.05], [-0.01, 0.04, -0.03], [0.02, -0.07, -0.01], [0.18, -0.05, 0.11], [0.01, -0.22, 0.43], [0.13, 0.05, 0.37], [-0.22, -0.09, -0.05], [-0.15, 0.09, -0.09], [0.03, -0.08, -0.04], [0.07, 0.02, -0.07], [0.02, 0.08, -0.02], [-0.03, 0.06, 0.04], [-0.06, -0.02, 0.08], [0.16, -0.10, 0.01], [-0.09, 0.02, -0.07], [-0.12, 0.09, 0.03], [-0.18, -0.15, -0.06], [-0.08, 0.05, -0.07], [-0.13, 0.04, -0.04], [-0.04, 0.06, 0.08], [0.05, 0.00, 0.07], [0.12, -0.02, 0.08], [0.10, 0.10, 0.03], [-0.03, -0.24, 0.17], [0.01, -0.22, -0.07], [0.10, 0.08, 0.00]], "relative_energy_kj_mol": 164.1, "spin_multiplicity": 1, "e_lumo_ha": 0.0174}



# 3
{"formula": "C7H11N3O", "method": "ωB97M-V/def2-TZVPD", "elements": ["C", "C", "C", "C", "C", "C", "C", "N", "N", "N", "O", "H", "H", "H", "H", "H", "H", "H", "H", "H", "H", "H"], "coordinates": [[1.390, -1.456, -1.659], [0.285, -0.603, -1.601], [0.807, -1.362, 0.399], [2.126, 1.800, 0.427], [-1.416, 0.120, 1.769], [-2.250, 0.800, -0.533], [-1.179, 0.064, 0.288], [1.681, -1.945, -0.474], [-0.197, -0.594, -0.273], [2.487, 1.371, -0.643], [1.929, 2.242, 1.473], [2.083, -1.489, -2.469], [0.054, 0.050, -2.409], [0.486, -2.230, 1.107], [-1.348, -0.887, 2.383], [-0.616, 0.769, 2.240], [-2.363, 0.487, 1.954], [-1.974, 1.834, -0.879], [-2.610, 0.093, -1.296], [-3.005, 1.084, 0.240], [1.355, -0.738, 1.123], [2.275, 0.589, -1.165]], "forces_ev_per_angstrom": [[-0.16, 0.48, 2.14], [-0.56, -0.02, -0.53], [-0.07, -2.41, 4.66], [0.99, -1.48, -1.94], [3.47, -2.38, 1.13], [0.69, 0.50, 1.38], [-1.12, 0.33, -0.28], [2.05, -0.62, -2.40], [-0.33, 1.13, -1.57], [0.41, 2.67, 1.81], [-0.59, 0.82, 1.28], [0.05, -0.64, -0.72], [-0.94, 0.51, 0.08], [-0.66, 1.57, -1.06], [0.05, 1.60, -1.50], [-0.86, -0.44, -0.28], [-1.74, 0.96, 0.50], [0.24, -1.21, -0.42], [-0.14, 0.72, -0.08], [0.03, -0.68, -1.03], [-0.09, 0.37, -0.18], [-0.72, -1.78, -1.01]], "relative_energy_kj_mol": 325.6, "spin_multiplicity": 1, "e_lumo_ha": [0.0169, 0.0170]}



# 4
{"formula": "CI3NO2", "method": "ωB97M-V/def2-TZVPD", "elements": ["C", "N", "O", "O", "I", "I", "I"], "coordinates": [[1.558, -0.011, -0.050], [-0.526, -0.080, 0.020], [-0.826, -0.937, -0.738], [-1.073, 0.860, 0.542], [1.679, -0.969, -1.881], [1.864, 2.029, -0.314], [2.221, -1.078, 1.640]], "forces_ev_per_angstrom": [[-2.30, -0.09, -0.08], [3.40, 1.65, -0.19], [-2.22, -0.08, 0.72], [-0.21, -1.59, -0.39], [1.04, -0.56, -0.38], [0.29, 0.24, 0.61], [0.00, 0.43, -0.30]], "relative_energy_kj_mol": 77.8, "spin_multiplicity": 1, "e_lumo_ha": [-0.0433, -0.0433]}



So what do the calculations give for molecular weight? Going down the list: 239.37, 412.54, 153.19, 438.73 g mol⁻¹.
So what do the calculations give for energy? Going down the list: -35921.2986, -52894.7055, -13952.1955, -30918.6676 eV.